A cluster of 8 separate species, C42H97N3O8 in total, computed with wB97M-V/def2-TZVPD.

Values from the calculation:
Net charge = 0
Relative energy (zero: lowest compared OMol25 entry of this formula, charge and spin) = 209.7 kJ/mol
2S+1 = 1
LUMO = 0.27 eV
HOMO-LUMO gap = 8.859 eV
Structure (SMILES) = CC1(C)CCCC(C)(C)N1O.CC1(C)CCCC(C)(C)N1O.CC1(C)CCCC(C)(C)N1O.CC(C)O.CC(C)O.CC(C)O.CC(C)O.CC(C)O
Strongest force on any atom = 2.77 eV Å⁻¹
Highest occupied orbital energy = -8.58 eV

The geometry in XYZ format:
```
150
Properties=species:S:1:pos:R:3:forces:R:3:mulliken_charge:R:1
C -8.445203 -1.549339 3.643485 0.0 -1.0 0.3 -0.923
C -7.815166 -0.322128 3.007459 -1.9 0.0 -2.0 0.299
C -6.461759 -0.550018 2.387244 0.8 0.2 0.7 -1.068
O -8.685651 0.044904 1.884637 -0.2 0.7 0.1 -0.591
H -9.020681 -2.122660 2.909048 0.2 0.2 -0.3 0.332
H -9.182234 -1.385227 4.428907 0.3 0.4 0.2 0.338
H -7.720635 -2.292520 3.988256 0.2 0.3 0.3 0.004
H -7.955636 0.595266 3.577564 0.7 -0.3 0.5 0.369
H -6.176694 0.268386 1.727381 -0.3 0.1 0.0 0.384
H -6.482318 -1.461926 1.787888 0.1 -0.1 0.1 0.259
H -5.673094 -0.593092 3.146910 0.0 -0.4 0.0 0.285
H -8.949378 -0.705264 1.346516 0.2 -0.3 0.2 0.323
C 1.939203 -3.218061 -7.023591 -0.7 0.0 -0.1 -1.418
C 2.767241 -2.634651 -5.900403 -0.2 -0.7 1.4 1.109
C 2.559013 -3.496834 -4.628410 -0.1 -1.2 -0.9 -1.123
O 4.122314 -2.703971 -6.282778 0.4 0.0 -0.7 -0.580
H 0.972395 -3.548295 -6.633398 -0.1 0.2 0.0 0.334
H 2.372242 -4.123434 -7.448440 0.4 0.2 0.0 0.403
H 1.745038 -2.487763 -7.808766 0.1 -0.1 -0.1 0.335
H 2.424264 -1.623073 -5.663108 0.2 0.2 -0.3 -0.153
H 1.524385 -3.503996 -4.280575 0.1 0.6 0.3 0.252
H 3.292404 -3.395614 -3.829564 -0.1 0.6 0.1 0.135
H 2.683516 -4.539969 -4.949529 0.2 0.0 -0.1 0.413
H 4.702881 -2.082527 -5.839555 -0.3 0.1 0.3 0.343
C 5.702029 -1.736121 1.014016 -1.5 -0.4 0.3 -0.816
C 5.274630 -2.391324 -0.309154 -0.1 0.9 -0.7 0.693
C 4.886829 -1.321438 -1.329725 -0.6 0.2 -0.3 -1.003
O 6.333288 -3.170716 -0.860820 0.1 -0.3 0.4 -0.578
H 5.207122 -2.285845 1.821978 0.7 -0.3 0.2 0.190
H 5.199446 -0.771923 1.137790 0.4 0.2 -0.4 -0.071
H 6.774583 -1.658450 1.150557 0.0 0.0 -0.1 0.419
H 4.370658 -2.990745 -0.155280 0.3 -0.3 0.2 0.169
H 5.554701 -0.462245 -1.263642 0.0 0.0 -0.1 0.372
H 3.845813 -1.006428 -1.185072 0.2 0.3 0.5 0.060
H 4.846674 -1.672384 -2.363893 0.5 -0.3 0.1 0.240
H 5.990208 -4.037717 -1.087436 0.1 0.0 0.0 0.356
C 2.155586 -1.981421 3.681204 -0.3 0.3 -1.2 -0.079
C 1.707957 -3.399472 3.958431 -0.4 -0.2 1.2 0.746
C 2.563138 -4.154092 4.987693 -0.1 -0.8 -0.9 -1.505
O 0.344715 -3.375186 4.447417 0.2 -0.2 -0.1 -0.672
H 3.203355 -1.753475 3.870390 0.0 -0.2 0.2 0.268
H 1.501733 -1.269358 4.183684 0.2 0.0 0.3 0.393
H 1.983362 -1.825373 2.610521 0.1 0.3 0.1 -0.542
H 1.669067 -4.019368 3.061323 0.4 0.3 -0.3 0.072
H 2.156468 -4.189826 5.994938 0.0 0.4 0.0 0.336
H 3.605159 -3.838897 4.969616 -0.1 0.2 0.2 0.360
H 2.570037 -5.185343 4.621811 0.1 -0.1 0.4 0.364
H -0.227027 -3.334342 3.671365 0.0 0.0 0.1 0.238
C -6.075794 -3.956070 7.427181 0.3 0.3 0.4 -1.378
C -5.725622 -3.849972 5.950235 0.5 -0.6 -0.4 1.303
C -4.550720 -2.938067 5.586420 0.6 1.2 1.0 -1.287
O -5.367619 -5.170164 5.547131 -0.2 -0.6 -0.1 -0.578
H -6.966153 -3.364217 7.642652 0.3 0.3 0.2 0.317
H -5.217535 -3.671379 8.040888 -0.2 0.3 0.1 0.314
H -6.314285 -4.963914 7.765521 0.0 -0.2 -0.6 0.356
H -6.648119 -3.555878 5.433513 0.3 0.1 -0.2 -0.327
H -3.567212 -3.292904 5.917964 -0.3 -0.9 -0.1 0.416
H -4.522366 -1.993247 6.147262 -0.8 0.1 -0.3 0.404
H -4.431976 -2.682996 4.531730 -0.4 -0.2 -0.1 0.160
H -4.984599 -5.164149 4.664329 0.0 0.2 0.0 0.284
C -1.784251 -0.992063 2.198135 -0.3 1.1 -0.7 -1.199
C -2.115695 -1.616285 0.830284 -1.3 0.2 0.4 1.935
C -2.863849 -0.583170 -0.031303 0.2 0.1 -0.1 -1.311
C -2.000529 0.473718 -0.669646 0.5 0.7 -0.4 -0.362
C -0.855424 -0.174674 -1.438459 -0.9 -0.1 0.3 -1.581
C -0.047700 -1.180965 -0.595172 0.6 1.5 -0.4 3.132
N -0.948663 -2.114051 0.095505 -0.2 0.1 -0.8 -0.030
O -0.175268 -2.974891 0.928345 0.0 0.0 0.0 -0.239
C 0.783118 -1.950125 -1.627514 -0.5 -1.1 0.1 -2.691
C 0.971961 -0.457242 0.317277 0.7 -1.2 0.7 -0.571
C -3.122778 -2.759103 1.012667 1.1 -1.5 1.9 -1.890
H -2.693822 -0.496347 2.546858 0.0 -0.3 0.3 0.400
H -1.117135 -0.162266 1.964942 0.2 0.0 0.5 0.182
H -1.365279 -1.596752 2.997578 0.0 -0.3 -0.3 0.086
H -3.382389 -1.152165 -0.808229 0.2 0.1 -0.2 0.331
H -3.664349 -0.096448 0.529558 0.1 -0.2 0.3 0.212
H -1.568334 1.225584 0.000028 -0.3 -0.2 0.4 0.088
H -2.638584 1.046289 -1.349518 0.1 0.0 -0.1 0.221
H -0.162661 0.564717 -1.838874 0.0 0.0 0.0 0.322
H -1.344458 -0.675610 -2.280965 0.4 -0.3 -0.1 0.343
H 1.436396 -1.383601 -2.289479 -0.1 0.5 0.3 0.312
H 1.406749 -2.704201 -1.138511 0.0 0.0 -0.1 0.445
H 0.048542 -2.453336 -2.262283 0.2 -0.2 -0.1 0.627
H 1.602575 0.269407 -0.191385 -0.3 0.2 -0.2 0.045
H 0.669495 -0.088639 1.295973 -0.6 0.5 -0.4 -0.099
H 1.660409 -1.245905 0.646119 0.2 0.0 -0.2 -0.042
H -3.447937 -3.298894 0.127313 0.2 0.2 -0.2 0.416
H -3.978522 -2.636066 1.683728 -0.2 1.1 -0.5 0.142
H -2.577988 -3.438430 1.692383 0.0 -0.6 -0.7 0.440
H 0.013025 -3.694820 0.315963 0.0 -0.2 0.3 0.305
C -2.576041 2.901897 -7.398948 -0.9 -0.2 0.4 -1.654
C -1.835524 3.802508 -6.410485 -0.1 0.6 1.3 2.039
C -2.268351 3.641842 -4.941480 -1.1 0.7 0.8 -1.724
C -2.058131 2.236008 -4.411343 0.2 1.2 -0.6 -0.148
C -0.564411 1.892973 -4.580877 -1.1 -1.5 -0.2 -0.901
C 0.171185 2.327688 -5.895597 -0.6 -1.1 0.9 2.253
N -0.387466 3.594141 -6.334689 0.8 0.9 0.1 0.152
O 0.277091 4.024313 -7.532882 -0.4 -0.3 0.2 -0.480
C 1.652626 2.462065 -5.504920 1.4 1.4 -0.4 -1.794
C 0.031658 1.167928 -6.913382 0.5 0.0 -0.6 -2.058
C -2.109922 5.276070 -6.713691 0.0 1.3 -1.3 -2.190
H -1.942328 2.588846 -8.223862 -0.1 0.3 -0.2 0.350
H -3.497968 3.384135 -7.734100 0.3 0.3 -0.4 0.382
H -2.998984 2.006379 -6.934860 0.5 -0.1 0.1 0.293
H -1.781578 4.409587 -4.327355 0.9 -0.4 -0.2 0.442
H -3.276276 4.047997 -4.766305 -0.4 -0.8 -0.6 0.514
H -2.724129 1.591622 -4.988766 0.3 -0.3 0.0 0.316
H -2.388737 2.140073 -3.377486 0.2 0.0 0.1 -0.136
H -0.646606 0.799355 -4.618315 0.9 -0.1 0.2 0.131
H 0.013973 2.140589 -3.695769 -0.1 0.4 0.0 0.284
H 2.333152 1.730130 -5.941706 -0.4 -0.3 0.0 0.359
H 2.092226 3.415074 -5.828501 -0.4 -0.1 -0.5 0.362
H 1.911146 2.539059 -4.445336 -0.7 -0.5 0.2 0.340
H 0.387091 1.428980 -7.914942 0.1 0.4 0.1 0.414
H 0.687660 0.350201 -6.607635 -0.2 -0.1 0.2 0.453
H -0.973962 0.779837 -7.071406 -0.1 0.1 0.4 0.362
H -1.933285 5.500655 -7.771838 0.2 -0.1 0.0 0.448
H -1.553691 6.033009 -6.151374 0.5 -0.6 0.2 0.428
H -3.127757 5.653960 -6.570756 -0.3 -0.9 0.2 0.441
H 0.579861 4.899944 -7.268256 0.1 -0.1 -0.2 0.351
C 2.155329 4.366190 5.321520 0.9 0.9 -0.1 -2.025
C 3.232843 3.868022 4.331654 -0.8 0.4 0.4 1.846
C 3.503625 2.410810 4.719339 0.2 -0.2 -0.3 -1.477
C 4.151063 1.560115 3.624804 -0.1 -0.2 1.3 -0.336
C 3.316324 1.705557 2.385670 0.5 -1.4 -1.1 -0.558
C 3.117776 3.134087 1.921471 -0.8 0.5 -0.8 1.849
N 2.522996 3.916422 3.016682 0.3 -1.3 0.7 -0.066
O 2.183707 5.232745 2.635375 0.9 -0.3 -0.3 -0.438
C 4.444724 3.659268 1.351418 0.4 -0.1 -0.6 -1.773
C 2.080229 3.144875 0.785908 -0.2 0.5 -1.1 -1.994
C 4.510248 4.736018 4.408866 -0.8 -0.2 -0.2 -1.655
H 2.533420 4.420489 6.346447 0.0 -0.6 0.0 0.424
H 1.278752 3.738691 5.203350 -0.2 0.1 0.2 0.451
H 1.943910 5.418169 5.113343 -0.4 -0.2 -0.3 0.459
H 4.092407 2.376706 5.639069 0.0 0.2 0.0 0.423
H 2.546207 1.937930 4.953758 0.0 0.0 0.0 0.358
H 4.189705 0.541500 4.025988 -0.4 -0.1 -0.4 0.267
H 5.219422 1.746785 3.474471 -0.1 0.6 -0.2 0.397
H 2.378126 1.141930 2.388955 -0.2 0.4 0.7 -0.160
H 3.834660 1.165076 1.581041 0.1 0.3 -0.2 -0.023
H 5.237993 3.788251 2.084091 -0.1 0.2 0.1 0.404
H 4.841248 2.932609 0.634823 -0.2 -0.2 0.1 0.370
H 4.345632 4.544580 0.715776 -0.1 0.3 0.4 0.434
H 2.029982 4.103234 0.257451 0.2 0.2 0.4 0.435
H 2.306866 2.464631 -0.040653 0.2 -0.4 0.4 0.434
H 1.044255 2.985350 1.085411 0.2 -0.3 0.5 0.439
H 4.487439 5.445587 3.582342 0.3 0.1 0.1 0.212
H 5.405301 4.120418 4.347316 0.1 0.1 0.0 0.358
H 4.480219 5.303383 5.337756 0.3 0.0 0.0 0.473
H 2.972378 5.536221 2.152314 -0.2 0.4 0.1 0.415
```
Positions in Å, forces in eV/Å.